Entry from OMol25: a molecular structure, C55H46BClGaN4OP2S (ωB97M-V with the def2-TZVPD basis set).

Each line ends with the Mulliken charge.
Cartesian coordinates (Å):
1 Ga 0.51653 1.47324 1.89932  -0.252
2 O -1.51904 -0.95228 1.30684  -0.187
3 S -1.11555 -1.05808 -0.13760  1.731
4 C -2.57613 -0.75708 -1.08840  0.752
5 C -3.73800 -1.35476 -0.66925  -0.928
6 C -4.89659 -1.39049 -1.47041  -1.368
7 C -4.81305 -0.88296 -2.73997  0.548
8 C -5.81483 -0.86274 -3.87326  -0.879
9 C -5.06896 -0.17166 -5.05166  -0.779
10 C -3.70691 0.17768 -4.49236  -0.159
11 C -2.61821 0.79074 -5.04653  -1.182
12 C -1.51085 1.06668 -4.21338  0.423
13 C -1.42608 0.70433 -2.88099  -0.493
14 P -0.05515 1.49036 -1.86601  2.030
15 C -0.31411 3.24317 -2.37159  1.313
16 C -1.46880 3.80450 -1.81802  -1.083
17 C -1.84581 5.09990 -2.12918  -0.630
18 C -1.07139 5.85822 -3.00156  -0.633
19 C 0.07162 5.30899 -3.55741  -0.764
20 C 0.45267 4.00738 -3.24367  -0.710
21 C 1.42178 0.84546 -2.74346  0.565
22 C 2.56826 1.60019 -2.98231  -0.454
23 C 3.66638 1.04058 -3.62897  -0.943
24 C 3.64304 -0.28706 -4.02454  -0.752
25 C 2.51960 -1.06156 -3.75833  -0.656
26 C 1.42011 -0.50114 -3.12571  -0.616
27 C -2.48858 -0.07628 -2.33965  -1.475
28 C -3.62384 -0.24701 -3.15542  1.265
29 C -0.73880 -2.79096 -0.36894  -0.694
30 C -1.21338 -3.51639 -1.43830  0.166
31 C -0.93904 -4.89036 -1.61431  -1.229
32 C -0.16820 -5.50965 -0.67577  0.003
33 C 0.25809 -6.95343 -0.54911  -0.790
34 C 1.20035 -6.97875 0.68393  -0.962
35 C 1.18741 -5.56038 1.19965  0.497
36 C 1.81789 -4.99140 2.26923  -1.177
37 C 1.62837 -3.61491 2.48153  -0.060
38 C 0.83212 -2.79451 1.70166  0.716
39 P 1.00903 -1.02942 2.31738  -0.637
40 C 0.59054 -1.25006 4.08685  1.338
41 C -0.73895 -1.56072 4.38507  -1.165
42 C -1.13654 -1.75143 5.69911  -0.746
43 C -0.22097 -1.63685 6.73513  -0.741
44 C 1.10162 -1.33781 6.44717  -0.903
45 C 1.50473 -1.14300 5.13452  0.090
46 C 2.80966 -0.89895 1.96938  1.325
47 C 3.86946 -0.57656 2.80505  -0.703
48 C 5.15576 -0.43831 2.29084  -1.075
49 C 5.39796 -0.60805 0.94003  -0.750
50 C 4.34433 -0.92771 0.08887  -0.610
51 C 3.06723 -1.06231 0.59825  -0.568
52 C 0.14191 -3.37500 0.59172  -1.686
53 C 0.37184 -4.75065 0.38768  1.497
54 H -3.74424 -1.85334 0.29575  0.517
55 H -5.79766 -1.86233 -1.09644  0.429
56 H -6.70886 -0.30821 -3.58503  0.344
57 H -6.13711 -1.87206 -4.13002  0.326
58 H -5.59294 0.72386 -5.38743  0.303
59 H -4.98106 -0.82935 -5.91740  0.310
60 H -2.60229 1.11087 -6.08266  0.489
61 H -0.69494 1.63479 -4.64526  0.517
62 H -2.08421 3.21113 -1.14828  0.264
63 H -2.73951 5.52183 -1.68618  0.439
64 H -1.35865 6.87391 -3.24395  0.404
65 H 0.67798 5.89467 -4.23915  0.441
66 H 1.34018 3.59622 -3.70533  0.420
67 H 2.61596 2.63469 -2.66792  0.380
68 H 4.54162 1.65023 -3.82182  0.442
69 H 4.49171 -0.71615 -4.54312  0.397
70 H 2.49367 -2.10369 -4.05637  0.472
71 H 0.54552 -1.11684 -2.94515  0.221
72 H -1.82919 -3.03166 -2.17900  0.609
73 H -1.35587 -5.42138 -2.46260  0.513
74 H 0.75012 -7.30526 -1.45566  0.333
75 H -0.61436 -7.59114 -0.39623  0.280
76 H 2.21108 -7.28774 0.41660  0.292
77 H 0.85043 -7.67068 1.45041  0.314
78 H 2.46299 -5.55605 2.93279  0.516
79 H 2.15823 -3.17736 3.31866  0.510
80 H -1.45880 -1.66625 3.59132  0.456
81 H -2.17072 -1.98830 5.91319  0.479
82 H -0.53337 -1.78730 7.76056  0.403
83 H 1.82881 -1.25119 7.24404  0.491
84 H 2.54389 -0.92025 4.95340  0.171
85 H 3.73397 -0.41770 3.86073  0.429
86 H 5.96434 -0.17437 2.96061  0.443
87 H 6.39949 -0.48804 0.54670  0.419
88 H 4.51739 -1.07285 -0.97002  0.474
89 H 2.25550 -1.30894 -0.08072  0.021
90 B -0.42568 4.66863 2.36561  -0.157
91 N -1.50470 3.53122 2.30938  0.222
92 C -2.78207 3.72966 2.62907  -0.379
93 C -3.43963 2.50957 2.68870  -1.409
94 C -2.46899 1.57497 2.37977  -0.212
95 N -1.30079 2.19969 2.15348  1.241
96 N 0.75474 4.36309 1.38301  0.282
97 C 1.60300 5.27780 0.90884  -0.402
98 C 2.69340 4.64443 0.32477  -1.224
99 C 2.43547 3.29588 0.49062  -0.536
100 N 1.26708 3.13964 1.12975  1.140
101 H -0.95679 5.68440 1.99890  -0.167
102 H 0.00838 4.74375 3.49596  -0.073
103 H -3.14078 4.73080 2.81128  0.464
104 H -4.47793 2.33218 2.91374  0.490
105 H -2.53394 0.50351 2.29584  0.554
106 H 1.37899 6.32714 1.02102  0.504
107 H 3.55071 5.10532 -0.13595  0.515
108 H 3.02347 2.43461 0.21279  0.648
109 Cl 3.10184 2.38513 3.64379  -0.206
110 C 1.36867 1.88447 3.70556  -0.355
111 H 0.83314 2.77182 4.03959  0.693
112 H 1.29276 1.12779 4.47232  0.282

The charge is +1. Its HOMO energy is -10.13 eV. As for the energy above the lowest of the compared OMol25 structures with the same formula, charge and spin: 0.881 eV. The largest force on an atom comes out at 1.5 eV/Å.